--- P ---
10
Properties=species:S:1:pos:R:3 method="wB97M-V/def2-TZVPD" molar_mass_g_mol=140.26 total_charge=0 homo_ev=-8.38 smiles="S=C(NS)NS"
C -0.82 -0.04 -0.07
H 1.36 -1.90 1.37
H -0.92 -2.00 -0.76
H -0.45 1.76 0.99
H 0.78 1.97 -1.39
N -0.33 -1.29 -0.33
N -0.02 1.01 0.34
S 1.48 -1.45 -0.01
S -2.48 0.19 -0.02
S 1.39 1.74 -0.13

***

--- Q ---
10
Properties=species:S:1:pos:R:3 method="wB97M-V/def2-TZVPD" molar_mass_g_mol=140.26 total_charge=0 homo_ev=-8.47 smiles="S=C(NS)NS"
C 0.68 0.35 0.05
H -0.02 -1.61 -1.96
H 0.34 1.64 -1.41
H 0.88 -0.68 1.91
H -1.51 1.03 1.73
N 0.02 0.56 -1.12
N 0.21 -0.58 1.02
S -1.15 -0.40 -2.06
S 2.20 0.87 0.50
S -1.38 -0.61 1.56

***

--- R ---
10
Properties=species:S:1:pos:R:3 method="wB97M-V/def2-TZVPD" molar_mass_g_mol=140.26 total_charge=0 homo_ev=-8.70 smiles="NN(S)C(=S)S"
C -0.02 0.71 -0.78
N -0.66 -1.20 0.65
N 0.37 -0.28 0.29
S 0.82 2.03 -1.33
S -1.54 0.21 -1.48
S 1.42 0.28 1.57
H -1.08 -0.95 1.55
H -0.15 -1.98 0.90
H -1.48 1.32 -2.06
H 2.34 -0.15 0.68

***

Tell me which of them is the least stable. Sure, it is Q.